[1]
Below is 3 unconnected molecules or ions with the total composition C30H68BrClN9O10S, with properties calculated with ωB97M-V/def2-TZVPD.

The highest occupied orbital energy comes out at -9.875 eV. As for the net charge: +1. As for the HOMO-LUMO gap: 7.56 eV.

CARTESIAN COORDINATES (ANGSTROEM)
C 2.4194 3.7866 -0.0421
C 1.1287 3.3283 -0.7243
C 1.3390 2.0255 -1.5171
C 0.1262 1.0438 -1.4881
C 0.1362 0.3611 -0.1051
C 0.7626 -1.0442 0.0934
N 1.1068 -1.0940 1.5251
N 1.8805 -1.2225 -0.8222
N -0.1635 -2.1534 -0.1029
C 0.1450 0.2531 -2.8152
C -0.7754 -0.9649 -2.9883
C -0.0903 -2.3272 -3.1295
C -0.9713 -3.3434 -3.8582
C -2.3152 -3.5851 -3.1773
S -2.3971 -4.3731 -1.5696
O -2.5618 -3.3340 -0.5907
O -3.3188 -5.4599 -1.6428
Cl -0.5689 -5.1838 -1.2874
N -0.3522 1.3193 -3.7618
C 0.5206 1.7484 -4.8484
C 0.3689 0.8031 -6.0371
O 0.7582 -0.2928 -6.0159
Br -0.4889 1.5168 -7.6023
C -1.1611 2.1302 -3.0396
N -2.0094 3.0069 -3.5701
C -2.2937 3.2097 -4.9897
O -3.5910 3.6719 -5.1416
O -4.4236 2.5398 -4.8238
N -1.0992 1.8927 -1.7291
C -2.1558 2.1823 -0.7659
C -3.3803 1.2543 -0.7385
O -2.9316 -0.0620 -0.4732
C -4.2432 1.3586 -2.0008
N -5.1303 2.5256 -2.0343
H 3.2520 3.8601 -0.7475
H 2.7051 3.0725 0.7391
H 2.2831 4.7478 0.4602
H 0.7701 4.1176 -1.3942
H 0.3770 3.1697 0.0581
H 2.2133 1.5197 -1.0968
H 1.6028 2.2804 -2.5458
H -0.8624 0.2808 0.3202
H 0.6868 1.0379 0.5581
H 1.9914 -0.6161 1.6822
H 1.2754 -2.0656 1.7775
H 2.4358 -0.3865 -0.9389
H 2.4716 -1.9939 -0.5362
H -0.5864 -2.4007 0.7868
H -0.9482 -1.9087 -0.6957
H 1.1699 -0.0267 -3.0659
H -1.5198 -0.9859 -2.1840
H -1.3391 -0.7799 -3.9133
H 0.1406 -2.7005 -2.1295
H 0.8568 -2.2406 -3.6715
H -1.2198 -2.9940 -4.8674
H -0.4176 -4.2805 -3.9566
H -2.9739 -4.1916 -3.8037
H -2.8268 -2.6418 -2.9578
H 0.3824 2.7958 -5.1149
H 1.5606 1.6072 -4.5339
H -2.5888 3.5349 -2.9327
H -2.1582 2.2655 -5.5265
H -1.6538 3.9890 -5.4148
H -4.9019 2.8095 -4.0128
H -1.6919 2.2228 0.2196
H -2.5285 3.2033 -0.9378
H -3.9950 1.6233 0.1005
H -3.6922 -0.6494 -0.3596
H -4.8621 0.4567 -2.0682
H -3.6276 1.3673 -2.9001
H -4.6645 3.3551 -1.6728
H -5.9362 2.3877 -1.4325
C 9.3466 4.6240 0.8954
O 9.1664 4.7074 2.2917
C 8.8748 6.0061 2.7905
C 7.4394 6.1194 3.2536
N 6.5096 6.0570 2.1361
C 5.1066 5.9166 2.4969
C 4.6726 4.7199 3.3358
O 4.7190 3.4736 2.6625
C 5.9993 2.8755 2.5807
H 9.7946 3.6542 0.6864
H 8.4034 4.6991 0.3401
H 10.0192 5.4065 0.5312
H 9.1005 6.7639 2.0336
H 9.5280 6.1790 3.6491
H 7.3163 7.0809 3.7625
H 7.2718 5.3306 3.9995
H 6.7774 5.2998 1.5217
H 4.5305 5.8921 1.5674
H 4.8004 6.8227 3.0317
H 3.6211 4.8722 3.5926
H 5.2227 4.6537 4.2820
H 6.5867 3.0577 3.4845
H 6.5700 3.2246 1.7154
H 5.8484 1.8012 2.4746
C -6.2811 -6.1418 5.8680
O -5.8306 -7.2178 5.0756
C -6.2551 -7.1960 3.7200
C -5.1196 -6.8634 2.7776
N -4.6860 -5.4825 2.9247
C -3.4477 -5.1421 2.2349
C -2.1734 -5.9089 2.5656
O -1.6347 -5.6461 3.8464
C -2.2380 -6.3510 4.9140
H -6.0940 -6.4072 6.9069
H -5.7561 -5.2042 5.6491
H -7.3544 -5.9713 5.7372
H -7.0841 -6.4920 3.5923
H -6.6206 -8.1975 3.4794
H -5.4688 -7.0150 1.7508
H -4.3172 -7.5910 2.9603
H -4.5915 -5.2665 3.9083
H -3.2496 -4.0841 2.4275
H -3.6233 -5.2352 1.1584
H -1.4105 -5.5739 1.8568
H -2.2899 -6.9901 2.4188
H -2.5237 -7.3638 4.6149
H -3.1225 -5.8403 5.3059
H -1.5023 -6.4166 5.7146

[2]
Below is 2 unconnected molecules or ions with the total composition C5H11NOS, with properties calculated with ωB97M-V/def2-TZVPD.

The highest occupied orbital energy comes out at -8.759 eV. As for the net charge: 0. As for the HOMO-LUMO gap: 9.47 eV. Its energy above the lowest of the compared OMol25 structures with the same formula, charge and spin is 92.7 kcal per mole. As for the SMILES: CCC1=CC1.NSO.

CARTESIAN COORDINATES (ANGSTROEM)
C 0.4861 -0.5062 2.9696
C -0.0557 -1.3466 1.8495
C 0.3594 -0.1636 1.5114
C 0.2286 2.2809 1.1210
C 0.6139 0.9167 0.5486
N -1.6277 -1.5116 -3.7413
O 0.4782 -0.3401 -2.7893
S -0.4146 -1.7249 -2.6045
H -0.1948 -0.0656 3.6922
H 1.4615 -0.7329 3.3933
H -0.4652 -2.2951 1.6042
H 1.1762 -0.4766 -3.4407
H -0.8404 2.3217 1.3166
H 0.4814 3.0691 0.4173
H 0.7515 2.4629 2.0556
H 1.6800 0.9156 0.3056
H 0.0677 0.7210 -0.3751
H -2.5420 -1.3233 -3.3576
H -1.6443 -2.2014 -4.4763

[3]
Below is a molecular structure, C23H41ClInP2, with properties calculated with ωB97M-V/def2-TZVPD.

The highest occupied orbital energy (alpha / beta) comes out at -9.018 / -9.019 eV. As for the net charge: +1. As for the HOMO-LUMO gap (alpha / beta): 3.47 / 3.41 eV. Its energy above the lowest of the compared OMol25 structures with the same formula, charge and spin is 72.3 kcal per mole.

CARTESIAN COORDINATES (ANGSTROEM)
In -0.2272 0.9957 -0.9685
C -0.8429 -2.2397 3.5369
C 0.4707 -2.6084 3.1268
C 0.6441 -0.7899 4.5267
C -0.7261 -1.1118 4.3923
C 1.3945 -1.7147 3.7463
C -2.0825 -2.9333 3.1547
H -2.0497 -3.2547 2.1062
H -2.9492 -2.2723 3.2847
H -2.2494 -3.8296 3.7736
C -1.8364 -0.3854 5.0562
H -2.7988 -0.8402 4.8078
H -1.8616 0.6672 4.7420
H -1.7183 -0.3987 6.1483
C 1.1874 0.3110 5.3496
H 0.9192 0.1833 6.4095
H 0.7837 1.2838 5.0302
H 2.2768 0.3536 5.2774
C 2.8612 -1.7795 3.6249
H 3.2943 -2.5204 4.3155
H 3.3141 -0.8077 3.8563
H 3.1582 -2.0688 2.6091
C 0.8215 -3.7361 2.2494
H 0.9944 -4.6598 2.8243
H 1.7368 -3.5210 1.6850
H 0.0120 -3.9360 1.5345
C -1.5620 1.5535 -2.4706
C -2.1128 0.3384 -3.1516
C -1.1827 -0.8435 -3.3408
C 0.3169 -0.4611 -3.5992
C 1.0481 0.2416 -2.4423
C 1.6897 1.5741 -2.7768
C 0.7574 2.7030 -3.3250
C -0.7482 2.4074 -3.5180
H -1.5184 -1.4384 -4.2123
H 0.4124 0.0959 -4.5459
H -1.2418 -1.5077 -2.4647
H -0.8900 1.9951 -4.5296
H -2.3439 2.1739 -2.0102
H -2.4697 0.6587 -4.1640
H -1.2414 3.3896 -3.5282
H 0.8702 3.6247 -2.7313
H 2.5096 1.4237 -3.5022
H 1.1537 2.9915 -4.3107
H 0.8513 -1.4098 -3.7590
H 1.7595 -0.4397 -1.9548
P -4.1666 -0.5017 -3.2717
C -4.6539 0.6215 -1.9115
C -3.9856 -2.0145 -2.2321
P 2.9199 2.3248 -1.4158
C 1.5149 2.4563 -0.2904
C 3.9179 0.9683 -0.7978
C 3.8168 3.7840 -1.8733
H -3.8831 0.6284 -1.1332
H -5.6167 0.2845 -1.5111
H -4.7569 1.6288 -2.3294
H -2.9367 -2.2349 -2.0058
H -4.3885 -2.8469 -2.8246
H -4.5414 -1.9179 -1.2951
H 3.5639 4.1075 -2.8938
H 4.9012 3.5881 -1.8288
H 3.5821 4.6018 -1.1735
H 1.7730 2.1763 0.7394
H 1.0738 3.4614 -0.3467
H 4.4536 1.3092 0.1053
H 4.6517 0.6416 -1.5524
H 3.3013 0.1010 -0.5089
Cl -1.1254 -0.6252 0.4888

[4]
Below is 2 unconnected molecules or ions with the total composition C11H17N4, with properties calculated with ωB97M-V/def2-TZVPD.

The highest occupied orbital energy comes out at -10.840 eV. As for the net charge: +1. As for the HOMO-LUMO gap: 7.98 eV. Its energy above the lowest of the compared OMol25 structures with the same formula, charge and spin is 51.1 kcal per mole.

CARTESIAN COORDINATES (ANGSTROEM)
C 2.9403 0.9342 1.2462
C 2.2000 0.7593 -0.0315
C 1.6756 1.7438 -0.9378
C 1.4547 -0.4398 -0.3359
C 0.8521 -0.2250 -1.6039
C 1.4542 -1.7108 0.2349
C 0.2636 -1.2958 -2.3829
C 0.7154 -2.7499 -0.4092
C 0.2265 -2.5088 -1.7406
N 0.9138 1.1219 -1.9558
H 2.2807 1.1862 2.1494
H 3.6157 1.7411 1.2035
H 1.9626 2.7604 -0.9246
H 0.7716 1.4977 -2.9133
H 1.9988 -1.8295 1.1104
H -0.2914 -1.0304 -3.3027
H 0.8177 -3.8243 0.0878
H -0.0764 -3.2444 -2.5695
H 3.4614 0.0829 1.5592
C -2.4279 -0.8788 2.4710
C -2.2719 1.1204 0.9344
N -2.5908 0.4703 2.0918
N -1.7804 0.3049 -0.0021
N -2.2188 2.5234 0.8815
H -2.7089 0.9983 2.9851
H -1.6187 -0.6322 0.3284
H -1.5635 0.6588 -0.9444
H -2.4671 3.0971 1.5524
H -1.5406 2.8416 0.2127
H -2.8977 -1.0364 3.5031
H -1.4172 -1.2469 2.4835
H -3.0892 -1.4571 1.7029

[5]
Below is C6H5N in the gas phase, with properties calculated with ωB97M-V/def2-TZVPD.

The highest occupied orbital energy comes out at -8.777 eV. As for the net charge: 0. As for the HOMO-LUMO gap: 9.13 eV. Its energy above the lowest of the compared OMol25 structures with the same formula, charge and spin is 75.5 kcal per mole. As for the SMILES: C1=CC=CN=CC=1.

CARTESIAN COORDINATES (ANGSTROEM)
C -1.1990 0.6018 -0.2415
C -1.1737 -0.7431 -0.3920
C 1.8919 -0.1418 -0.3990
C 1.2015 0.8788 -0.0245
C -0.0457 1.3014 0.2789
C 0.9765 -1.2676 0.2562
N -0.2856 -1.5702 0.1542
H -2.1360 1.0040 -0.3398
H -2.2372 -1.0653 -0.3460
H 2.7447 -0.3314 -1.1004
H -0.0986 2.1119 0.9577
H 1.5538 -1.6212 1.1815

Sequential max |F| output: 0.036, 0.022, 0.114, 0.162, 0.069 Eh/bohr